1.
Computed, not measured: one molecule with the formula C5H11N, with the ωB97M-V functional and the def2-TZVPD basis.

Cartesian coordinates (Å):
N (0.56004, -0.02149, 1.06214)
C (1.55772, 0.75532, 0.31096)
C (-0.64928, -0.71833, -1.03610)
C (-0.53495, -0.45460, 0.43579)
C (0.86040, -0.27426, 2.34356)
C (-1.56962, 0.25538, -1.78504)
H (1.08381, 1.23594, -0.54566)
H (0.23451, -0.98435, 2.86718)
H (-1.71011, -0.05908, -2.82563)
H (-2.55422, 0.30909, -1.30651)
H (1.96315, 1.52412, 0.97131)
H (0.34017, -0.73829, -1.50975)
H (-1.04367, -1.73855, -1.15280)
H (-1.14944, 1.26759, -1.78565)
H (-1.28862, -0.85850, 1.10258)
H (1.52823, 0.39728, 2.86197)
H (2.37189, 0.10273, -0.00835)

Atomic forces in eV per Å
N -0.1 -0.1 -0.1
C 0.0 0.1 -0.1
C 0.1 0.0 0.0
C 0.1 0.0 0.1
C -0.1 0.1 0.1
C 0.0 0.0 -0.1
H 0.1 -0.1 0.1
H 0.1 0.1 0.0
H 0.0 0.1 0.1
H 0.2 0.0 -0.1
H -0.1 -0.1 -0.1
H -0.1 0.0 0.0
H 0.0 0.2 0.0
H -0.1 -0.1 0.0
H 0.1 0.0 -0.1
H 0.0 -0.1 -0.1
H -0.1 0.1 0.0

The molar mass comes out at 85.15 g mol⁻¹. For the total energy, the calculation gives -6851.00245 eV. The calculation puts the HOMO energy at -6.379 eV. The calculation puts the gap between HOMO and LUMO at 0.2708 Ha.

Atomic charges from the Mulliken analysis, expressed in e, are listed below:
1 N 0.104
2 C -1.020
3 C -0.602
4 C -0.245
5 C -0.421
6 C -1.006
7 H 0.306
8 H 0.204
9 H 0.333
10 H 0.299
11 H 0.340
12 H 0.317
13 H 0.308
14 H 0.255
15 H 0.337
16 H 0.154
17 H 0.338

2.
Computed, not measured: C20H14N7RhS3 as an isolated structure in a non-equilibrium geometry, with the ωB97M-V functional and the def2-TZVPD basis.

Cartesian coordinates (Å):
Rh (0.27771, 0.72706, -0.95757)
S (3.38635, 4.19810, -1.80370)
S (0.10611, -5.13789, 3.65670)
S (2.28459, 1.31706, -1.82168)
N (0.01443, 2.68907, -0.93425)
N (0.54657, 0.31507, 1.11886)
N (0.46557, -1.32369, -0.98696)
N (0.98825, 3.58845, -1.20281)
N (-1.83370, 0.83596, -0.83232)
N (0.13217, -5.07909, 2.05231)
N (0.23199, -3.57365, 3.99756)
C (0.28325, -4.07898, -0.78116)
C (0.41152, -1.50015, 2.66824)
C (0.40276, -1.90421, 0.22405)
C (0.30215, -2.93660, 2.84172)
C (-3.56735, 2.44099, -0.57000)
C (-4.09477, 0.11500, -0.68285)
C (0.24595, -3.80470, 1.72028)
C (0.31110, -3.28273, 0.36881)
C (-1.17960, 3.11646, -0.81454)
C (0.37318, -3.47068, -2.01461)
C (0.46744, -2.08377, -2.07763)
C (-4.51620, 1.42279, -0.55879)
C (0.60373, 0.75508, 3.45119)
C (-2.23612, 2.11984, -0.71637)
C (4.70232, 3.27139, -2.63204)
C (0.44544, -1.01308, 1.36553)
C (0.48064, -0.58772, 3.72685)
C (-2.73555, -0.13751, -0.81155)
C (0.63323, 1.17381, 2.12383)
C (2.12201, 3.06581, -1.57833)
H (4.71650, 3.56284, -3.67870)
H (-5.56990, 1.65155, -0.46476)
H (4.55771, 2.20064, -2.53316)
H (-4.80182, -0.70266, -0.68391)
H (5.64231, 3.56025, -2.16909)
H (0.36845, -4.04717, -2.92885)
H (0.19362, -5.15308, -0.67517)
H (-2.36902, -1.15264, -0.90297)
H (0.74036, 2.22081, 1.87148)
H (-3.85038, 3.48106, -0.46800)
H (-1.35010, 4.18629, -0.85790)
H (0.67811, 1.49126, 4.23887)
H (0.55176, -1.57413, -3.02879)
H (0.43719, -0.96253, 4.74216)

Atomic forces in eV per Å
Rh 1.0 0.2 0.9
S 0.2 -0.1 -0.1
S 0.0 -0.1 0.1
S 0.0 -0.5 0.3
N 0.5 -0.3 -0.4
N -0.7 0.0 -1.5
N -0.1 0.1 -0.5
N 0.6 0.4 0.3
N 0.2 -0.5 0.6
N 0.0 0.0 0.0
N 0.0 0.0 0.1
C 0.0 0.0 0.0
C 0.0 0.0 0.2
C 0.0 0.0 0.1
C 0.0 0.0 -0.3
C -0.1 0.3 0.0
C 0.0 0.0 -0.1
C 0.0 0.2 0.0
C 0.0 -0.3 0.1
C -0.5 0.3 0.1
C 0.0 -0.1 0.1
C 0.0 0.0 -0.1
C 0.0 0.1 0.0
C 0.1 -0.1 0.0
C -0.2 0.0 0.1
C 0.0 0.1 -0.1
C 0.1 0.0 0.1
C 0.0 -0.1 0.0
C 0.0 -0.1 0.0
C 0.1 0.3 -0.1
C -0.8 0.0 0.1
H 0.0 -0.1 0.0
H 0.0 0.0 0.0
H 0.1 0.0 0.0
H 0.0 0.0 0.0
H 0.0 0.0 0.1
H 0.0 0.0 0.0
H 0.0 0.0 0.0
H 0.1 0.0 0.0
H -0.1 0.0 0.0
H -0.1 0.0 -0.1
H -0.2 0.0 0.0
H 0.0 0.0 0.0
H 0.0 0.0 0.0
H 0.0 0.1 0.0

The molar mass comes out at 551.49 g mol⁻¹. Its net charge is +2. For the total energy, the calculation gives -66898.58276 eV. The calculation puts the HOMO energy at -14.222 eV. The calculation puts the gap between HOMO and LUMO at 0.2169 Ha.

Atomic charges from the Mulliken analysis, expressed in e, are listed below:
1 Rh -0.063
2 S 0.041
3 S 0.253
4 S -0.286
5 N 0.854
6 N 0.144
7 N 0.044
8 N -1.278
9 N -0.013
10 N -0.627
11 N -0.632
12 C -0.389
13 C 0.156
14 C -0.229
15 C 0.687
16 C -0.864
17 C -0.914
18 C 0.708
19 C 0.305
20 C -0.268
21 C -0.801
22 C -0.338
23 C -0.218
24 C -0.990
25 C 0.739
26 C -0.817
27 C 0.487
28 C -0.396
29 C -0.004
30 C -0.233
31 C 0.682
32 H 0.308
33 H 0.461
34 H 0.341
35 H 0.423
36 H 0.334
37 H 0.467
38 H 0.585
39 H 0.392
40 H 0.517
41 H 0.441
42 H 0.472
43 H 0.463
44 H 0.476
45 H 0.580

3.
Computed, not measured: C37H82BeCl3N5O9 as an isolated structure in a non-equilibrium geometry, with the ωB97M-V functional and the def2-TZVPD basis.

Cartesian coordinates (Å):
Cl (-33.74578, 2.06657, -3.19205)
Cl (-31.12508, 1.98476, -5.31389)
Cl (-30.02697, 0.02996, 0.38909)
O (-29.88760, 1.41748, 0.70221)
O (-34.53744, -2.22475, 0.78426)
O (-31.43116, -0.30974, 0.31993)
O (-29.39895, -0.21684, -0.91525)
O (-23.97242, 1.23904, -3.72732)
O (-29.70115, 3.75299, 5.73519)
O (-29.49965, -0.82215, 1.42421)
O (-26.31133, 4.39022, 2.58802)
O (-25.91474, -0.57141, 4.34103)
N (-27.30415, -2.50637, 5.80030)
N (-25.48548, 4.02117, 1.52045)
N (-28.86589, 1.52995, 3.84961)
N (-24.77692, 0.83367, -4.78014)
N (-35.18699, -3.07354, -0.07208)
C (-34.77581, -3.08801, -1.50261)
C (-27.72962, -3.85769, 3.75327)
C (-24.17375, 3.59719, -1.16889)
C (-33.24326, -3.28639, -1.60478)
C (-24.45796, 4.96611, 1.06388)
C (-24.09686, 0.71114, -6.08987)
C (-26.79375, -2.79584, 4.39202)
C (-26.37743, -0.47690, -3.38169)
C (-24.87166, 2.45821, -0.36644)
C (-28.54217, 1.66839, 5.29551)
C (-24.54253, -0.90056, 4.40349)
C (-37.14712, -4.54096, -0.63023)
C (-36.57330, -3.42643, 0.28619)
C (-36.88424, -4.41930, -2.09337)
C (-27.17251, 2.38496, 5.40068)
C (-26.95673, -0.06963, -5.76369)
C (-32.04703, 2.05949, -2.70335)
C (-23.56392, 5.54790, 2.17928)
C (-31.19101, 1.23043, -3.68610)
C (-35.18740, -1.72608, -2.09777)
C (-30.44210, 4.59508, 6.58916)
C (-26.75493, -1.47142, 3.64525)
C (-26.24313, 0.48742, -4.51185)
C (-25.96355, 2.96139, 0.66667)
C (-26.39406, 0.44062, -7.06401)
C (-37.52272, -2.18948, 0.19235)
C (-35.35928, -4.16381, -2.34745)
C (-22.81918, -0.15745, -6.00659)
C (-25.13179, 6.17410, 0.47047)
C (-27.19245, 3.25017, -0.21020)
C (-24.92597, 0.11460, -7.27840)
C (-23.49832, 4.41534, -0.07377)
C (-26.89218, 1.81215, -4.09733)
C (-36.81900, -3.85078, 1.77451)
C (-29.70931, 2.35410, 6.01363)
C (-23.58104, 2.07502, -6.61802)
C (-26.26311, 1.66734, 1.48882)
Be (-32.36747, -1.38969, 2.75529)
H (-25.89655, 6.65168, 1.08226)
H (-24.55431, 0.53637, -8.21060)
H (-38.29006, -2.16955, 0.96500)
H (-23.03246, 2.57026, -5.81591)
H (-22.35311, -0.32777, -6.97618)
H (-29.40484, 2.17410, 7.04735)
H (-24.22504, 6.10581, 2.84223)
H (-25.64739, -0.18902, -2.62462)
H (-26.22392, 0.78472, 0.85057)
H (-34.65231, -1.46849, -3.01137)
H (-24.71111, -0.95419, -7.30313)
H (-30.08263, 4.78106, 7.60294)
H (-31.52232, 4.44739, 6.61540)
H (-26.39828, -1.59284, 2.62079)
H (-37.83821, -4.14118, 2.02017)
H (-24.10861, 1.90512, 0.18401)
H (-31.90641, 1.68889, -1.68838)
H (-32.90493, -3.32146, -2.64078)
H (-27.63008, -4.80557, 4.28228)
H (-28.90562, 2.41297, 3.34299)
H (-30.18093, 1.05882, -3.31692)
H (-24.91685, 4.25207, -1.62476)
H (-27.14024, 3.39960, 5.00457)
H (-27.40690, -0.55658, -3.03609)
H (-36.27503, -1.74900, -2.10235)
H (-32.64911, -2.44403, -1.24468)
H (-23.09340, 4.76965, 2.78224)
H (-32.87727, -4.15735, -1.06100)
H (-34.88363, -5.13252, -2.18667)
H (-36.60470, -3.00687, 2.43206)
H (-27.74772, -1.02949, 3.54787)
H (-26.98720, -0.01095, -7.86015)
H (-28.06477, 3.63887, 0.31744)
H (-25.78383, -3.18051, 4.52808)
H (-22.93865, -1.17958, -5.64432)
H (-38.22937, -4.49546, -0.50342)
H (-36.82379, -5.54806, -0.36023)
H (-36.05178, -4.58348, 2.03026)
H (-27.28830, 1.67806, 1.86122)
H (-27.53280, 2.43919, -0.85285)
H (-29.83729, 1.23839, 3.82876)
H (-28.76460, -3.51543, 3.76680)
H (-24.39794, 2.75658, -6.85671)
H (-27.99682, 0.25813, -5.71694)
H (-26.63362, -1.93028, 6.29889)
H (-24.27000, -1.59485, 5.20416)
H (-26.39407, 1.81027, 4.90098)
H (-23.03839, 5.28624, -0.54465)
H (-26.96364, 4.10668, -0.84744)
H (-24.11192, -1.33346, 3.50004)
H (-27.41880, -4.04679, 2.72648)
H (-23.96970, -0.04843, 4.76876)
H (-24.33661, 6.88410, 0.24456)
H (-26.42982, 2.25619, -3.21534)
H (-38.01826, -2.08850, -0.77343)
H (-26.52540, 1.51544, -7.20073)
H (-22.57921, 3.88343, 0.17998)
H (-22.13691, 0.35935, -5.33175)
H (-36.96038, -1.27243, 0.37331)
H (-37.40198, -5.18649, -2.67067)
H (-26.07482, -1.48215, -3.67970)
H (-28.21111, 0.96896, 3.31551)
H (-27.48929, -3.36905, 6.30474)
H (-22.93824, 1.90046, -7.47764)
H (-35.28140, -3.89146, -3.39949)
H (-22.74878, 6.17342, 1.81943)
H (-23.46618, 3.15918, -1.87114)
H (-30.67233, 1.88321, 5.80427)
H (-37.48852, -3.61310, -2.51977)
H (-28.49262, 0.59827, 5.50536)
H (-25.63551, 5.96514, -0.47520)
H (-31.68503, 3.06980, -2.50992)
H (-25.29454, 1.77597, -1.10475)
H (-26.71098, 2.50457, -4.92224)
H (-27.97011, 1.87145, -3.95182)
H (-25.61209, 1.59637, 2.36057)
H (-34.77340, -0.96841, -1.43035)
H (-28.23786, -2.10876, 5.79157)
H (-30.28895, 5.58504, 6.15736)
H (-27.02430, 2.48600, 6.47634)
H (-31.66636, 0.27361, -3.89635)
H (-27.11181, -1.14909, -5.75423)

Atomic forces in eV per Å
Cl 0.1 0.0 0.2
Cl 0.3 0.1 0.2
Cl 0.0 0.0 -2.8
O 0.3 0.3 0.9
O -1.3 -2.2 -2.0
O -1.2 -0.3 0.4
O -0.6 0.0 1.9
O -5.4 -2.5 -6.6
O 0.3 -1.7 -0.2
O 1.2 -0.3 1.2
O 2.8 -1.4 -3.7
O -0.6 0.4 0.2
N -0.2 -0.7 -0.4
N -2.1 0.9 3.1
N -1.1 1.3 -0.7
N 4.7 1.4 5.2
N 1.0 1.3 2.3
C 2.1 1.2 -0.4
C 0.9 0.5 0.4
C -0.9 -0.3 2.1
C 0.5 0.9 0.4
C 1.7 0.6 -0.7
C 0.8 -0.6 -2.4
C -1.1 -0.7 -0.7
C 1.5 -1.2 0.7
C 0.5 1.1 -0.4
C 0.8 0.9 -1.2
C 1.2 -0.3 0.8
C -0.2 -0.3 0.3
C -2.5 0.0 0.8
C 0.1 1.7 -0.9
C -0.8 -0.3 0.8
C -0.3 0.6 -0.1
C 1.1 -0.2 0.2
C -0.7 -1.1 0.9
C -0.8 0.4 0.1
C 0.9 0.1 1.2
C -0.3 1.9 0.0
C 1.0 -0.1 0.2
C -1.3 0.2 -0.4
C -0.2 -3.0 -1.6
C -0.1 -0.5 -1.3
C 0.5 0.8 -0.6
C -2.7 -2.1 -0.4
C 0.6 -0.2 1.5
C -0.6 0.8 -1.1
C -0.4 1.9 0.1
C -0.7 -0.1 1.6
C 0.5 0.3 -0.7
C 0.8 1.7 -0.6
C 2.3 0.4 -0.2
C 1.3 0.9 0.7
C -0.3 1.0 1.4
C -0.5 0.7 0.4
Be -0.3 0.1 -1.8
H 0.3 -0.2 0.4
H 0.0 0.1 0.2
H 0.0 -0.5 -0.1
H 0.3 0.0 -0.1
H -0.3 0.7 -0.2
H -0.6 0.1 0.4
H 0.3 0.2 0.1
H -0.6 0.1 0.6
H 0.3 0.0 0.0
H -0.6 -0.6 -0.5
H -0.4 -0.1 -0.1
H 0.4 -1.0 0.2
H 0.0 -0.6 -0.2
H 0.0 -0.4 -0.1
H 0.1 -0.4 -0.6
H 0.2 0.0 0.0
H -0.5 -0.9 -0.1
H -0.5 -0.5 -0.2
H -0.2 0.0 0.0
H 0.3 0.7 0.0
H 0.0 0.2 0.0
H 0.0 -0.3 -0.6
H -0.5 -0.1 -0.2
H 0.1 0.4 0.1
H 0.1 0.7 -0.6
H -0.4 0.2 0.5
H -0.1 -0.2 0.0
H -0.3 -0.2 -0.1
H 0.4 0.1 0.0
H 0.0 0.2 -0.1
H -0.1 0.0 0.2
H 0.0 0.1 -0.1
H 0.0 -0.4 0.5
H -0.1 -0.1 0.0
H -0.6 0.1 0.3
H 0.0 -0.2 0.4
H 0.2 0.1 0.6
H -0.4 -0.5 0.2
H -0.1 0.3 -0.1
H 0.3 -0.3 0.3
H 0.0 -0.8 -0.7
H 0.0 -0.1 -0.1
H -0.1 -0.2 -0.3
H 0.0 0.4 0.2
H -0.1 0.3 0.3
H -0.6 -0.6 0.1
H 0.0 -0.1 0.3
H -0.3 0.4 0.2
H 0.2 -0.1 -0.3
H -0.3 0.4 -0.3
H -0.1 0.1 0.0
H -0.3 0.5 -0.7
H -0.2 0.2 0.0
H 0.2 -0.2 0.1
H 0.1 0.0 0.0
H -0.1 0.1 0.3
H -0.4 -0.3 1.1
H 0.3 -0.2 -0.2
H 0.1 0.0 -0.1
H 0.9 -0.8 0.2
H 0.0 -0.1 -0.2
H -0.1 -0.5 -0.1
H 0.6 -0.4 0.3
H -0.1 0.0 0.1
H 0.5 0.0 0.1
H -0.3 0.1 -0.4
H -0.1 0.3 -0.1
H -0.2 -0.1 0.0
H 0.3 0.8 0.3
H 0.2 0.1 1.1
H 0.0 -0.1 -0.1
H -0.1 0.3 -1.0
H -0.5 -0.2 0.4
H -0.1 0.3 0.1
H 0.0 -1.0 -0.1
H 0.3 -0.2 -0.2
H -0.6 0.2 0.3
H 0.0 0.8 -0.2
H -0.2 0.0 -0.3
H 0.6 -0.1 0.0
H 0.0 0.0 0.4
H 0.9 -0.2 0.1

The molar mass comes out at 856.46 g mol⁻¹. Its net charge is +3. For the total energy, the calculation gives -103501.35151 eV. The calculation puts the HOMO energy (spin up / spin down) at -13.728 / -15.037 eV. The calculation puts the gap between HOMO and LUMO (spin up / spin down) at 0.1458 / 0.1685 Ha. The spin multiplicity is 4. Its expectation value of S² is 3.7614.

Here are the Mulliken charges for atoms 1 to 99, given in e:
1 Cl -0.164
2 Cl -0.195
3 Cl 1.469
4 O -0.561
5 O -0.492
6 O -0.700
7 O -0.578
8 O -0.252
9 O -0.264
10 O -0.617
11 O -0.519
12 O 0.001
13 N -0.173
14 N 0.817
15 N 0.300
16 N 0.949
17 N 0.417
18 C 1.705
19 C -1.460
20 C -0.595
21 C -1.654
22 C 1.328
23 C 0.826
24 C -0.099
25 C -1.948
26 C -0.758
27 C 0.614
28 C -1.070
29 C -1.172
30 C 1.500
31 C -0.834
32 C -1.123
33 C -1.003
34 C -0.176
35 C -1.769
36 C 0.265
37 C -1.610
38 C -0.851
39 C -0.121
40 C 1.711
41 C 1.516
42 C -0.915
43 C -1.679
44 C -1.256
45 C -1.677
46 C -1.610
47 C -1.688
48 C -0.967
49 C -1.665
50 C -1.034
51 C -1.867
52 C -0.773
53 C -1.625
54 C -0.756
55 Be 0.976
56 H 0.318
57 H 0.465
58 H 0.457
59 H 0.445
60 H 0.419
61 H 0.406
62 H 0.403
63 H 0.395
64 H 0.438
65 H 0.447
66 H 0.432
67 H 0.342
68 H 0.327
69 H 0.467
70 H 0.418
71 H 0.672
72 H -0.079
73 H 0.403
74 H 0.463
75 H 0.485
76 H -0.328
77 H 0.327
78 H 0.323
79 H 0.407
80 H 0.323
81 H 0.126
82 H 0.401
83 H 0.456
84 H 0.407
85 H 0.395
86 H -0.116
87 H 0.457
88 H 0.383
89 H 0.370
90 H 0.430
91 H 0.461
92 H 0.365
93 H 0.439
94 H -0.913
95 H 0.192
96 H 0.282
97 H 0.389
98 H 0.351
99 H 0.320